[1]
C5H32NO11 | ωB97M-V/def2-TZVPD

Last column: Mulliken charge in e.
CARTESIAN COORDINATES (ANGSTROEM)
O  1.4970  0.5388  -1.0644  -0.43
C  1.2418  1.3237  -2.2243  -0.86
C  0.0979  2.2368  -1.6799  0.24
N  -0.3144  1.8775  -0.1943  0.31
C  -1.6298  2.6416  -0.1608  -0.38
C  -2.3180  2.4608  -1.5007  -0.57
C  -1.2405  1.8340  -2.4470  -0.63
H  2.1301  1.0097  -0.5843  0.26
H  2.0828  1.8438  -2.6236  0.32
H  0.9493  0.5636  -2.9738  0.34
H  0.4213  3.3111  -1.6281  0.48
H  -0.4496  0.9407  -0.0558  0.01
H  0.4810  2.3117  0.4057  0.11
H  -1.3293  3.7185  0.0511  0.31
H  -2.3904  2.1190  0.5653  0.24
H  -2.7560  3.4348  -1.9751  0.27
H  -3.3339  1.9489  -1.2967  0.34
H  -1.2318  0.7057  -2.3319  0.24
H  -1.4459  2.2248  -3.4993  0.38
H  1.1559  -2.7770  -1.1128  0.34
H  0.1529  -1.7217  -0.9627  0.13
O  0.4547  -2.4358  -1.6364  -0.58
H  -0.6106  -1.9819  3.2774  0.45
H  -1.7810  -1.4982  4.0537  0.32
O  -0.8754  -1.3671  4.0337  -0.70
H  0.7568  4.1408  2.2192  0.28
H  1.9478  3.3343  1.8696  0.32
O  1.0557  3.6451  1.4566  -0.64
H  2.7223  -3.4345  1.0884  0.28
H  3.0297  -2.0422  0.9720  0.27
O  2.2842  -2.6638  0.7867  -0.58
H  -0.0558  -0.4357  2.7609  0.26
H  -0.2884  1.0356  3.2200  0.23
O  -0.0647  0.5524  2.4264  -0.48
H  1.3723  1.2096  1.9920  0.48
H  2.8176  1.2807  2.2414  0.30
O  2.2200  1.5465  1.6767  -0.68
H  -1.9860  -3.7052  -0.4844  0.28
H  -0.7300  -4.5568  -0.6896  0.25
O  -1.1294  -3.8547  -0.2110  -0.53
H  -1.6973  -2.0067  0.6869  0.08
H  -1.4824  -0.7664  0.2979  0.51
O  -2.2704  -1.2428  0.5520  -0.66
H  0.7789  -2.9327  1.7163  0.21
H  -0.6033  -3.4520  2.1890  0.40
O  -0.1492  -2.6417  1.8435  -0.63
H  0.4301  -1.9843  -3.0980  0.49
H  -0.5442  -1.9716  -4.3282  0.30
O  0.3248  -1.5756  -3.9297  -0.68

Properties
energy relative to the best compared isomer or geometry (same formula, charge and spin): 496.4 kJ/mol
net charge: +1
LUMO: -2.7460 eV
E_tot: -29708.2044 eV


[2]
C5H32O12 | ωB97M-V/def2-TZVPD

Last column: Mulliken charge in e.
CARTESIAN COORDINATES (ANGSTROEM)
C  -1.7443  -3.2150  -0.4928  -1.54
C  -1.5505  -1.8537  0.2073  1.37
C  -0.8741  -2.1310  1.5625  -1.69
C  -0.7326  -0.9453  -0.6637  -0.80
C  -0.7441  0.5261  -0.3183  -0.26
O  -1.2544  0.9276  0.7103  -0.71
H  -1.0271  -3.9843  -0.1626  0.32
H  -1.5359  -3.1681  -1.5878  0.35
H  -2.7202  -3.6911  -0.3555  0.35
H  -2.5442  -1.5156  0.4671  -0.22
H  -0.5659  -1.1705  2.0105  0.46
H  -1.6015  -2.4903  2.2734  0.38
H  0.0153  -2.7748  1.4167  0.64
H  -0.7959  -1.1045  -1.7650  0.40
H  0.3351  -1.3296  -0.5657  0.11
H  -0.3800  1.2233  -1.0723  0.86
O  -2.4865  2.1007  -2.1966  -0.68
H  -2.9498  1.9422  -1.3528  0.37
H  -1.6231  2.2454  -1.7840  0.32
O  2.2385  -0.9492  -1.0407  -0.60
H  2.4037  -1.7490  -1.5404  0.26
H  2.1075  -0.1596  -1.6046  0.26
O  -3.7534  0.6934  1.4108  -0.62
H  -2.8409  0.9465  1.6386  0.40
H  -3.8508  -0.2572  1.4470  0.30
O  1.0867  3.1036  -2.2142  -0.59
H  1.3495  3.5474  -1.3922  0.30
H  0.5692  3.6892  -2.7734  0.27
O  1.8343  1.5877  0.6376  -0.53
H  2.0892  1.4877  1.5889  0.45
H  2.0280  0.7161  0.2767  0.21
O  2.4003  -1.0068  2.1750  -0.72
H  2.7991  -1.2753  1.3389  0.23
H  1.5558  -1.4649  2.2564  0.37
O  0.3914  -2.0403  4.1038  -0.69
H  0.2746  -1.0858  4.1361  0.32
H  0.0842  -2.3414  3.2437  0.45
O  0.9232  4.1327  0.4570  -0.68
H  1.7095  4.1445  1.0329  0.35
H  0.6602  3.2548  0.7987  0.29
O  -1.2577  -0.3524  -3.5192  -0.61
H  -2.0502  -0.5330  -4.0311  0.27
H  -1.2538  0.5943  -3.3604  0.30
O  1.9454  0.5772  -3.3398  -0.63
H  1.3998  1.3810  -3.2985  0.26
H  1.9062  0.3540  -4.2743  0.32
O  2.9226  1.4213  3.0762  -0.74
H  2.1317  1.5233  3.6134  0.30
H  2.9758  0.4690  2.8263  0.45

Properties
energy relative to the best compared isomer or geometry (same formula, charge and spin): 10.6 kJ/mol
LUMO: 0.1422 eV
E_tot: -30273.6810 eV


[3]
C5H33N3O9 | ωB97M-V/def2-TZVPD

Last column: Mulliken charge in e.
CARTESIAN COORDINATES (ANGSTROEM)
C  -1.9028  -3.1221  -1.0979  -1.10
C  -2.3914  -1.7672  -1.6756  -0.95
C  -1.4709  -0.5877  -1.4033  0.03
N  -1.3806  -0.2940  0.0274  0.82
C  -0.0926  -0.7928  -2.0877  -1.20
N  1.0428  -0.7950  -1.1251  0.11
C  1.5993  -2.0259  -0.5725  -0.37
N  3.0494  -2.1737  -0.7322  -0.73
H  -2.6593  -3.8867  -1.2356  0.42
H  -1.0053  -3.4532  -1.6423  0.21
H  -1.5332  -2.9935  -0.0845  0.32
H  -2.4252  -1.9426  -2.7587  0.44
H  -3.3921  -1.6620  -1.2531  0.41
H  -1.9565  0.2973  -1.8530  0.32
H  -1.5211  -1.1514  0.5564  0.05
H  -0.4440  -0.0907  0.3758  -0.36
H  0.1806  0.1137  -2.6267  0.33
H  -0.0250  -1.7196  -2.6560  0.53
H  1.7171  -0.0657  -1.2670  -0.02
H  1.4218  -2.0787  0.5076  0.12
H  0.9402  -2.7922  -0.9933  0.32
H  3.4164  -1.2350  -0.6068  0.29
H  3.2240  -2.3770  -1.7129  0.30
O  -4.2141  0.3340  0.3207  -0.69
H  -3.6622  0.7914  -0.3150  0.33
H  -3.6298  0.0050  1.0116  0.36
O  0.6054  0.6683  3.1846  -0.53
H  1.4087  0.1188  3.1800  0.22
H  0.7695  1.3740  3.8233  0.28
O  -1.8960  1.7086  2.7912  -0.72
H  -2.2917  1.2356  2.0541  0.24
H  -1.5728  2.4469  2.2627  0.32
O  1.1034  2.2660  1.1202  -0.70
H  0.8447  1.5080  1.6851  0.27
H  0.2574  2.4906  0.6935  0.40
O  1.4825  2.6275  -2.6753  -0.64
H  2.0796  1.9067  -2.4878  0.30
H  1.4331  3.1876  -1.9127  0.32
O  -2.0932  -1.0054  3.0930  -0.66
H  -1.3211  -1.5763  2.9382  0.30
H  -1.5981  -0.1666  3.1846  0.38
O  3.1265  1.6520  -0.6711  -0.63
H  2.6013  1.9621  0.0947  0.43
H  3.9440  2.1462  -0.7579  0.27
O  -1.3215  2.7613  -0.7738  -0.58
H  -0.8152  1.9544  -0.9474  0.20
H  -1.0306  3.2872  -1.5235  0.29
O  3.4888  0.7008  2.2554  -0.56
H  4.2945  0.6155  1.7115  0.27
H  3.6156  1.5954  2.5771  0.30

Properties
energy relative to the best compared isomer or geometry (same formula, charge and spin): 101.6 kJ/mol
LUMO: -0.1571 eV
E_tot: -28618.0252 eV


[4]
C5H33NO11 | ωB97M-V/def2-TZVPD

Last column: Mulliken charge in e.
CARTESIAN COORDINATES (ANGSTROEM)
C  0.1419  2.5041  -1.2002  -0.76
C  0.6733  2.7062  0.0197  -0.49
C  0.1637  2.0871  1.1444  1.87
C  1.1826  1.5576  2.1682  0.11
C  1.0762  2.3631  3.5173  -1.48
N  1.0002  0.0022  2.4369  -0.64
H  0.5885  3.1051  -2.0146  0.32
H  -0.7240  1.9794  -1.2859  0.11
H  1.6100  3.2928  0.1162  0.33
H  -0.6768  2.7792  1.5671  0.43
H  -0.3715  1.1562  0.7532  -1.68
H  2.1537  1.8462  1.7214  0.32
H  1.4152  1.6409  4.3281  0.34
H  1.7763  3.2029  3.4845  0.35
H  0.1022  2.6921  3.7411  0.40
H  -0.0786  -0.0583  2.6721  0.25
H  1.5833  -0.4040  3.2359  0.29
O  -2.8780  3.2665  -1.0061  -0.70
H  -2.7189  3.8468  -0.3579  0.28
H  -3.1998  2.4563  -0.5333  0.42
O  -1.7009  -3.6009  -0.0172  -0.53
H  -1.6883  -4.3856  -0.5461  0.29
H  -2.3852  -3.1104  -0.0160  0.23
O  -2.9934  1.1118  -2.8162  -0.70
H  -2.2812  1.1863  -3.5361  0.35
H  -2.7141  1.7932  -2.2366  0.26
O  -3.1811  1.3728  0.8220  -0.69
H  -3.9224  0.5855  0.5843  0.45
H  -2.4508  0.8381  0.5637  0.21
O  3.9787  -0.0264  1.0501  -0.69
H  3.7915  -0.2469  0.0182  0.38
H  3.2177  -0.3829  1.5414  0.33
O  0.9233  -0.5350  -0.3091  -0.32
H  1.2658  -0.3863  0.5856  0.14
H  -0.0159  -0.5845  -0.0449  0.19
O  1.3480  -3.5550  1.7734  -0.67
H  1.0812  -2.6508  1.9746  0.30
H  0.6250  -3.6776  1.0784  0.32
O  0.4227  -1.4010  -3.8795  -0.55
H  0.3783  -0.5799  -3.9013  0.22
H  0.9446  -1.8769  -3.2947  0.35
O  0.9752  -2.6381  -1.5483  -0.82
H  1.6352  -1.8010  -1.4566  0.49
H  0.2391  -2.4448  -0.9178  0.33
O  3.1902  -2.0183  -0.1835  -0.50
H  3.0037  -2.8348  0.1628  0.22
H  4.1325  -2.0416  -0.1322  0.29
O  -3.3512  -0.8169  -0.8518  -0.67
H  -3.7673  -1.3403  -1.5929  0.32
H  -2.8444  -0.1943  -1.4880  0.41

Properties
energy relative to the best compared isomer or geometry (same formula, charge and spin): 726.9 kJ/mol
LUMO: 0.0055 eV
E_tot: -29727.8934 eV


[5]
C5H33NO12 | ωB97M-V/def2-TZVPD

Last column: Mulliken charge in e.
CARTESIAN COORDINATES (ANGSTROEM)
C  -0.1293  0.3905  0.0608  0.47
C  1.3509  0.1520  0.3823  0.98
N  1.5076  -0.7546  1.4918  0.02
C  1.9978  -2.0428  1.4963  -0.66
O  0.9970  -3.1085  1.0533  -0.73
C  2.1634  1.4622  0.5874  -0.26
C  2.6945  2.0201  -0.7342  -1.45
O  1.3099  2.4221  1.2145  -0.47
H  -0.5172  -0.5209  -0.3878  -0.62
H  -0.2152  1.2633  -0.5917  0.40
H  -0.7930  0.6199  0.8985  -0.83
H  1.7865  -0.2147  -0.5516  0.23
H  1.1104  -0.4240  2.3580  0.01
H  2.7716  -2.1793  0.7325  0.33
H  2.3311  -2.5039  2.4228  0.34
H  0.1352  -2.8007  1.3814  0.50
H  2.8724  1.1606  1.3654  0.42
H  3.1156  1.1862  -1.2967  0.40
H  3.4205  2.8268  -0.7118  0.39
H  1.7802  2.3050  -1.2636  0.30
H  1.6631  3.1955  1.6553  0.32
O  -0.9985  0.1670  2.7572  -0.75
H  -1.2648  -0.6924  2.3667  0.36
H  -0.2430  -0.0783  3.3032  0.42
O  -1.3112  2.6609  1.6706  -0.73
H  -0.9647  2.5537  0.7844  0.35
H  -1.2533  1.7300  1.9970  0.44
O  -2.8532  0.2655  -2.2520  -0.70
H  -2.5195  1.1465  -2.4584  0.31
H  -2.2796  -0.3632  -2.7268  0.40
O  -3.2499  -1.3314  -0.0552  -0.71
H  -3.6303  -0.6350  0.4827  0.32
H  -3.1635  -0.9152  -0.9302  0.34
O  0.5045  -2.9067  -1.5881  -0.73
H  0.6848  -2.5827  -0.6612  0.45
H  0.5301  -3.8343  -1.3175  0.28
O  -1.2368  -1.6894  -3.3078  -0.72
H  -1.3816  -2.4616  -3.8604  0.28
H  -0.8066  -1.9662  -2.4746  0.40
O  -2.1559  3.3866  -2.0266  -0.64
H  -2.4486  4.2872  -1.8704  0.30
H  -2.3689  2.7810  -1.3096  0.30
O  0.7603  1.3560  3.6510  -0.78
H  0.0202  1.9635  3.5768  0.34
H  1.4392  1.6697  3.0460  0.39
O  -1.2702  -2.2553  1.4468  -0.64
H  -1.7254  -2.9738  1.8852  0.27
H  -1.9537  -1.8690  0.8356  0.34
O  1.5734  -0.7924  -4.3241  -0.66
H  1.4134  0.1545  -4.2581  0.30
H  0.8001  -1.2303  -3.9451  0.39

Properties
energy relative to the best compared isomer or geometry (same formula, charge and spin): 361.4 kJ/mol
LUMO: 0.2762 eV
E_tot: -31779.7957 eV


Question: The lowest E_tot belongs to which entry?
Answer: C5H33NO12